Computed, not measured: a molecular structure, C14H24F3NO7PV, with the ωB97M-V functional and the def2-TZVPD basis.

Computed properties:
Frontier orbital gap (alpha / beta)   9.188 / 10.039 eV
Spin multiplicity   3
DFT total energy   -73863.3800 eV
ΔE to the lowest compared entry with this formula, charge and spin   2.54 kcal per mole

Atoms and positions in Å:
H  -1.6694  -3.6981  2.7448
H  -0.7848  -1.4656  -2.9208
V  0.7588  0.2959  -0.9481
H  2.8928  1.6282  1.1565
H  -2.2689  -2.3131  -3.3204
C  -3.5800  0.5096  -0.4325
H  -2.2224  0.7742  1.2402
H  -0.2778  3.2110  0.6786
H  0.0776  -2.6096  1.3260
H  1.0755  0.0677  1.9436
O  4.3680  1.2795  -1.6447
C  -1.8204  -1.6172  -2.6106
H  3.2133  3.4100  -0.6815
H  -3.2296  -0.6575  1.3454
H  -2.9161  -2.6913  2.0259
O  0.4349  0.7558  2.1728
H  -2.3368  -0.6625  -2.7016
C  2.0592  2.3309  1.2000
C  2.9490  -2.8442  0.1983
H  -2.0586  -3.8734  1.0405
C  3.1788  1.4532  -1.6451
C  -2.6560  -0.0380  0.6516
H  1.7634  1.9364  3.2536
N  1.4459  2.3401  -0.1496
F  3.6173  -2.5737  1.3169
C  -1.8883  -2.1797  -1.1921
O  -1.4338  3.4788  -1.9170
H  -0.7145  -1.4353  2.3589
C  2.0509  -1.6694  -0.2255
H  -3.0501  1.1344  -1.1486
C  -0.8742  -2.1068  1.5112
O  2.2769  0.5879  -2.0745
C  -1.9419  -3.1468  1.8444
O  1.3724  -1.7747  -1.2556
F  2.1916  -3.9312  0.4164
O  2.0013  -0.6223  0.4864
H  -4.0685  -0.2966  -0.9820
P  -1.2284  -1.0295  0.0708
H  -2.9109  -2.4593  -0.9265
H  -1.2797  -3.0854  -1.1269
H  0.5751  4.2598  -0.4590
H  2.0152  3.2071  -1.9796
H  0.3840  2.7332  2.5281
C  2.4968  2.7207  -1.1306
F  3.8211  -3.1285  -0.7661
C  0.2811  3.2275  -0.2556
H  2.4836  3.3208  1.4136
H  -4.3658  1.1125  0.0240
C  1.1407  1.9687  2.3522
C  -0.6793  2.7460  -1.3427
O  -0.6687  1.4196  -1.4637

Atomic forces in eV per Å
H 0.02 0.01 0.00
H 0.01 0.01 0.02
V 0.28 0.38 0.23
H 0.01 -0.01 0.01
H -0.01 -0.01 0.01
C -0.05 0.01 -0.05
H 0.00 0.00 0.00
H -0.07 -0.03 -0.02
H 0.01 0.00 -0.02
H 0.01 0.00 0.02
O 0.12 0.16 -0.04
C 0.00 0.03 -0.06
H 0.01 0.01 -0.04
H 0.00 0.01 0.01
H 0.01 0.01 0.00
O -0.05 0.14 0.06
H 0.00 0.00 0.01
C 0.07 0.05 -0.07
C 0.10 -0.02 -0.04
H 0.00 0.00 -0.01
C -0.36 -0.14 -0.09
C 0.00 0.01 0.07
H 0.00 -0.01 -0.01
N -0.15 -0.41 -0.09
F -0.02 0.01 0.01
C -0.04 -0.05 0.00
O -0.03 0.14 -0.16
H 0.00 0.00 -0.03
C -0.06 0.15 0.13
H 0.02 0.00 0.02
C -0.04 -0.04 0.07
O 0.16 0.13 0.18
C -0.03 -0.03 -0.01
O -0.18 -0.24 -0.24
F -0.02 0.01 0.00
O 0.16 -0.24 -0.05
H 0.00 -0.01 0.01
P 0.08 0.07 0.00
H 0.00 -0.01 0.00
H 0.00 0.00 0.00
H -0.01 0.01 0.06
H 0.03 -0.02 -0.05
H 0.02 0.04 -0.02
C -0.02 -0.01 0.08
F -0.03 -0.01 0.04
C 0.11 0.24 -0.17
H -0.02 0.00 -0.02
H 0.00 -0.01 0.00
C -0.08 -0.08 0.06
C 0.03 -0.68 0.49
O 0.00 0.42 -0.31